This record from the OMol25 dataset describes 19 unconnected molecules or ions with the total composition C41H60BrClIN20O. The level of theory is the ωB97M-V functional and the def2-TZVPD basis.

Properties
**Largest force on an atom**: 10.2 eV/A
**E_HOMO**: -0.43930 Ha
**Gap between HOMO and LUMO**: 8.18 eV
**Electronic energy**: -6099.4342 hartree

```
! wB97M-V def2-TZVPD RIJCOSX def2/J DEFGRID3
* xyz 1 1
C 4.51673 -2.77699 -0.87994
O 3.07063 -2.41053 -0.85770
C 2.38479 -3.66283 -1.21375
N 0.85333 -3.57854 -1.09699
C 0.03297 -2.68058 -2.00229
C -1.50027 -3.04416 -1.45986
I -3.33765 -2.19205 -2.31152
N -1.34073 -4.05087 -0.33891
Br -2.77707 -4.77165 0.62330
C 0.10543 -4.41548 -0.08259
Cl 0.65716 -5.65540 1.17915
H 4.96658 -2.92188 0.21029
H 4.72979 -3.77816 -1.47033
H 5.08492 -1.92701 -1.47639
H 2.70477 -4.46823 -0.39638
H 2.67485 -4.00214 -2.30138
H 0.36266 -1.94928 -2.86819
C 1.73069 -0.09116 -5.79324
C 0.38866 -0.48978 -5.20120
N -0.72471 -0.82035 -4.71001
H 1.59924 0.23498 -6.82857
H 2.16498 0.72831 -5.21408
H 2.41523 -0.94368 -5.77259
C -0.77136 2.21271 -2.13709
C -0.10164 2.83701 -3.35042
N 0.45404 3.35501 -4.35692
H -0.13577 1.42417 -1.72504
H -0.93704 2.97396 -1.36987
H -1.73414 1.78067 -2.42382
C -3.60768 4.62747 0.68698
C -3.40698 3.28271 0.00742
N -3.24035 2.16714 -0.55637
H -3.24386 4.58252 1.71711
H -3.05684 5.40328 0.14823
H -4.67020 4.88593 0.69551
C 5.43466 1.73170 -0.13286
C 5.99381 0.42074 0.39553
N 6.45754 -0.66688 0.83390
H 5.21208 1.63908 -1.19936
H 4.51585 1.98753 0.40185
H 6.16485 2.53304 0.01028
C 0.08239 -3.81434 4.42045
C -0.35489 -3.63754 5.86543
N -0.71778 -3.49081 7.06414
H -0.30750 -4.75650 4.02565
H -0.29761 -2.98890 3.81233
H 1.17419 -3.82768 4.36036
C 2.89442 0.39677 -10.42643
C 3.85547 0.52346 -9.25563
N 4.65277 0.62842 -8.28432
H 3.45513 0.30050 -11.36018
H 2.26367 -0.48695 -10.29700
H 2.25734 1.28373 -10.48341
C -2.46719 -7.12690 -1.80959
C -3.33543 -8.18128 -2.47660
N -4.05574 -9.05590 -3.03007
H -1.44028 -7.20247 -2.17744
H -2.85357 -6.12906 -2.03450
H -2.46900 -7.27355 -0.72594
C 3.01701 -4.22679 -9.61931
C 1.90744 -3.29027 -10.06902
N 0.98693 -2.51342 -10.44223
H 2.58730 -5.11145 -9.14154
H 3.61182 -4.54101 -10.48130
H 3.66830 -3.71674 -8.90413
C -3.26534 8.14217 2.62549
C -2.70619 6.83121 3.15387
N -2.24246 5.74359 3.59224
H -3.48792 8.04955 1.55898
H -4.18415 8.39800 3.16019
H -2.53515 8.94351 2.76862
C 7.89814 1.13929 -3.81081
C 6.55611 0.74066 -3.21877
N 5.44274 0.41009 -2.72758
H 7.76670 1.46543 -4.84614
H 8.33243 1.95875 -3.23165
H 8.58268 0.28676 -3.79016
C -5.88981 -7.46526 0.51833
C -4.68742 -7.55694 1.44369
N -3.68999 -7.63310 2.21146
H -5.89495 -8.31372 -0.17133
H -6.81290 -7.47696 1.10429
H -5.84613 -6.53746 -0.05881
C -1.55266 -0.52624 9.08220
C -0.86559 0.80507 8.82528
N -0.29550 1.90949 8.61223
H -1.15352 -1.28809 8.40705
H -1.38142 -0.84085 10.11529
H -2.62869 -0.42912 8.91325
C -0.15888 6.92710 6.77637
C -0.88672 8.11204 6.16267
N -1.49042 9.09513 5.65355
H 0.33716 6.34784 5.99282
H 0.59229 7.27922 7.48864
H -0.87080 6.28243 7.29923
C 4.65173 3.68377 -5.59692
C 5.61278 3.81047 -4.42611
N 6.41008 3.91543 -3.45481
H 5.21243 3.58751 -6.53067
H 4.02097 2.80005 -5.46748
H 4.01464 4.57073 -5.65389
C -4.65888 4.79665 6.49119
C -5.38672 5.98158 5.87749
N -5.99042 6.96468 5.36837
H -4.16284 4.21738 5.70764
H -3.90771 5.14876 7.20346
H -5.37080 4.15197 7.01405
C -3.30804 8.09010 8.91599
C -2.74889 6.77914 9.44437
N -2.28515 5.69152 9.88274
H -3.53061 7.99748 7.84948
H -4.22684 8.34593 9.45069
H -2.57784 8.89144 9.05912
C 4.62794 -3.02444 2.75429
C 3.93785 -3.46455 4.03512
N 3.36525 -3.82974 5.09762
H 5.28552 -3.81979 2.39295
H 3.88199 -2.80258 1.98624
H 5.22408 -2.12701 2.94148
C -8.72683 -5.20143 -1.62595
C -7.25418 -4.82853 -1.67789
N -6.03250 -4.51904 -1.72095
H -9.02957 -5.38103 -0.59075
H -9.33178 -4.38922 -2.03816
H -8.90252 -6.10852 -2.21087
*
```

This record from the OMol25 dataset describes 14 unconnected molecules or ions with the total composition C41H61F15N6O19. The level of theory is the ωB97M-V functional and the def2-TZVPD basis.

Properties
**Largest force on an atom**: 2.0 eV/A
**E_HOMO**: -0.39814 Ha
**Gap between HOMO and LUMO**: 10.65 eV
**Electronic energy**: -4855.0019 hartree

```
! wB97M-V def2-TZVPD RIJCOSX def2/J DEFGRID3
* xyz 0 1
C -6.06381 -2.10106 -3.52714
C -4.91632 -1.14940 -3.75350
O -5.26778 0.15303 -3.26395
C -4.30791 1.01710 -3.03985
O -3.14338 0.81981 -3.24129
C -4.75500 2.31358 -2.38943
F -4.28340 3.34268 -3.11668
F -6.06561 2.43324 -2.31249
F -4.17132 2.41117 -1.18689
H -5.80916 -2.97973 -4.12867
H -7.04314 -1.78910 -3.87942
H -6.10042 -2.44335 -2.49300
H -4.70495 -1.12106 -4.82688
H -3.96988 -1.45622 -3.30529
C 4.98750 1.02199 3.62256
C 3.80102 1.66578 4.31726
O 2.82345 0.71355 4.72219
C 1.98408 0.18141 3.87288
O 1.84073 0.57405 2.73970
C 1.21389 -1.01553 4.43625
F 1.78023 -2.15907 4.00418
F 1.22068 -1.00769 5.76945
F -0.04603 -0.99023 4.00039
H 5.57988 1.71182 3.02430
H 4.57916 0.24070 2.97734
H 5.69024 0.55831 4.31660
H 3.36716 2.38243 3.61626
H 4.05513 2.22364 5.21482
C 0.69481 1.93756 -0.34885
C -0.55073 1.44987 -1.06414
O -0.83310 0.07909 -0.74518
C -1.44173 -0.18027 0.37853
O -1.68105 0.59992 1.26122
C -1.95775 -1.60727 0.61649
F -1.58101 -2.41764 -0.37427
F -1.54412 -2.11053 1.77573
F -3.30008 -1.58610 0.67133
H 1.57195 1.32366 -0.55737
H 0.50983 1.94130 0.72435
H 0.94310 2.94652 -0.68363
H -0.48902 1.56901 -2.14557
H -1.41761 2.07198 -0.82898
C 5.46787 -2.83360 3.84066
C 4.57165 -3.61652 2.90440
O 4.08280 -2.67952 1.93768
C 3.28721 -3.18334 0.99094
O 2.95511 -4.32504 0.93454
C 2.63577 -2.12698 0.07961
F 3.26807 -0.94340 0.15923
F 2.55003 -2.55528 -1.16581
F 1.40762 -1.89566 0.55825
H 6.16576 -2.14095 3.36164
H 6.13770 -3.47332 4.41458
H 4.83625 -2.20561 4.47074
H 3.73176 -3.95534 3.51217
H 5.12732 -4.42367 2.43078
C -0.40790 -4.55854 3.32370
C 0.63791 -5.32667 4.11245
O 0.96670 -4.67637 5.34018
C 1.76989 -5.28118 6.18019
O 2.12458 -6.42393 6.10682
C 2.13459 -4.40092 7.40068
F 1.28468 -3.38079 7.52051
F 2.10784 -5.05293 8.53699
F 3.35332 -3.90473 7.20333
H -0.54943 -5.05053 2.36341
H -0.02592 -3.55193 3.17136
H -1.34360 -4.61878 3.87647
H 1.56798 -5.42028 3.54363
H 0.29727 -6.34973 4.28137
C -3.21584 -5.46204 -5.63570
O -2.23924 -4.43983 -5.61187
C -1.96597 -3.89745 -4.42566
O -2.12069 -4.36960 -3.34356
O -1.58256 -2.63389 -4.67980
C -1.15325 -1.88703 -3.55395
H -2.85792 -6.43402 -5.30447
H -3.50868 -5.55420 -6.68393
H -4.16385 -5.19583 -5.16361
H -1.62628 -0.91366 -3.44079
H -0.07533 -1.74146 -3.51083
H -1.48121 -2.41176 -2.65556
C -2.42457 3.98413 1.10044
O -1.61610 4.84628 1.92284
C -1.04596 5.86937 1.29943
O -1.13249 6.17506 0.14685
O -0.37583 6.54817 2.24291
C 0.31151 7.69161 1.78626
H -3.44636 4.21798 1.38912
H -2.19329 2.94626 1.33728
H -2.24492 4.10063 0.03510
H 0.73291 7.56842 0.78840
H 1.14920 7.86211 2.46274
H -0.26490 8.61953 1.76708
C -0.92472 1.58024 -5.72345
O -0.89314 2.96526 -6.03651
C -0.94652 4.01525 -5.21828
O -0.81933 5.13167 -5.63163
O -1.01615 3.62665 -3.94815
C -1.18265 4.58576 -2.92346
H -1.91923 1.26255 -5.41783
H -0.14607 1.29610 -5.01630
H -0.70355 1.06372 -6.65664
H -2.18695 5.01181 -2.87860
H -0.47326 5.40695 -2.85815
H -1.10801 4.03845 -1.98320
C 0.53460 3.47714 3.76270
C -0.44868 3.02398 4.72665
N -1.22119 2.64083 5.48436
H 0.78322 2.69261 3.04910
H 1.43906 3.70163 4.32909
H 0.11537 4.33271 3.23456
C 4.28027 0.63540 -2.62354
C 2.92744 0.50663 -3.18171
N 1.86926 0.36318 -3.60019
H 4.90648 1.32176 -3.18825
H 4.70579 -0.36362 -2.55931
H 4.22042 1.04284 -1.61389
C 2.74101 3.20313 -5.62279
C 2.48803 3.59012 -4.25277
N 2.30165 3.89099 -3.16154
H 3.04624 4.01631 -6.27268
H 1.86473 2.71035 -6.05020
H 3.46486 2.38445 -5.59103
C -6.43988 -0.78800 0.50771
C -7.70302 -1.21195 1.07788
N -8.73159 -1.48259 1.50228
H -5.73877 -1.62694 0.51181
H -5.91620 -0.11079 1.18742
H -6.47019 -0.35387 -0.48711
C 0.09082 -5.04561 -0.75291
C -0.64550 -6.13144 -0.12250
N -1.26171 -6.92519 0.43149
H 0.79502 -4.56625 -0.07641
H -0.55896 -4.34846 -1.27595
H 0.70323 -5.49824 -1.53976
C 3.90580 4.05702 0.10496
C 2.90414 4.90903 0.72627
N 2.10847 5.60223 1.17618
H 3.90984 3.15233 0.71394
H 4.87477 4.55219 0.18376
H 3.67500 3.95954 -0.95405
*
```

This record from the OMol25 dataset describes a molecular structure, C41H62AsN4P2Si4Tl. The level of theory is the ωB97M-V functional and the def2-TZVPD basis.

Properties
**Largest force on an atom**: 1.2 eV/A
**ΔE to the lowest compared entry with this formula, charge and spin**: 1.436 eV
**E_HOMO**: -0.26786 Ha
**Gap between HOMO and LUMO**: 7.29 eV
**Electronic energy**: -6067.6592 hartree

```
! wB97M-V def2-TZVPD RIJCOSX def2/J DEFGRID3
* xyz 0 1
Tl 0.38522 0.71661 -0.75334
C -1.41804 -3.33306 -3.79124
Si -1.47110 -1.49572 -3.43617
C -3.15240 -0.84583 -3.95883
C -0.14011 -0.69875 -4.48530
N -1.14632 -1.06551 -1.81131
P -0.81739 -1.93753 -0.51721
C -0.11060 -0.99821 0.74219
P -1.08319 0.05752 1.73317
N -1.04243 1.52773 1.11213
Si -1.50950 3.08301 1.67344
C -2.88701 3.09800 2.95293
C -2.14054 4.06910 0.21451
C -0.00419 3.95946 2.34894
C -2.81582 -0.42471 2.02481
C -3.74716 0.00345 1.07316
C -5.09110 -0.30970 1.21267
C -5.51820 -1.05447 2.30574
C -4.59812 -1.49583 3.24736
C -3.24949 -1.19103 3.10387
C -0.32998 0.03533 3.40437
C -0.95898 0.64340 4.49561
C -0.32405 0.72065 5.72785
C 0.95252 0.19330 5.88566
C 1.58448 -0.41401 4.80883
C 0.94478 -0.49622 3.57685
C 0.50597 -3.13228 -0.98465
C 1.73350 -2.52994 -1.66390
C 3.17352 -3.99092 -0.18509
C 2.73694 -5.15996 -1.03027
C 1.45051 -5.39100 -1.30455
C 0.37723 -4.46491 -0.90813
C -2.15586 -3.03753 0.02695
C -3.30067 -3.20631 -0.74483
C -4.28861 -4.10227 -0.35072
C -4.13696 -4.83012 0.82121
C -3.00327 -4.65431 1.60849
C -2.02013 -3.75544 1.21829
H -1.69709 -3.51729 -4.83552
H -2.10632 -3.89786 -3.15072
H -0.41125 -3.73536 -3.63127
H -3.13063 -0.49829 -4.99882
H -3.46086 -0.00791 -3.32573
H -3.92284 -1.62328 -3.88931
H -0.44355 -0.56903 -5.53109
H 0.77557 -1.30551 -4.47210
H 0.10772 0.28641 -4.07500
H -3.50970 2.19911 2.87236
H -3.53612 3.96727 2.79317
H -2.49821 3.15712 3.97560
H -3.12847 3.71641 -0.11008
H -1.45403 3.99139 -0.62997
H -2.22977 5.13141 0.48002
H 0.45698 3.38415 3.16192
H -0.24358 4.96205 2.72865
H 0.73341 4.06803 1.54511
H -3.40161 0.59879 0.23374
H -5.80835 0.02510 0.47066
H -6.56812 -1.29803 2.42011
H -4.93099 -2.08415 4.09587
H -2.53631 -1.54565 3.83770
H -1.95358 1.05665 4.38033
H -0.82469 1.19327 6.56540
H 1.45005 0.25384 6.84697
H 2.57845 -0.83051 4.93092
H 1.41865 -0.98132 2.73082
H 1.55329 -1.48826 -1.91759
H 4.19290 -4.16432 0.16908
H 3.49590 -5.85980 -1.36585
H 1.16172 -6.29970 -1.82709
H -0.55447 -4.90704 -0.57271
H -3.41765 -2.62640 -1.65516
H -5.17843 -4.23167 -0.95844
H -4.91072 -5.52398 1.13202
H -2.88897 -5.21598 2.52963
H -1.13553 -3.60597 1.82909
C 3.07552 -2.64110 -0.91106
C 3.31476 -1.50015 0.03720
N 2.81516 -0.29176 -0.04170
C 3.33955 0.42691 1.01767
C 4.17387 -0.36036 1.74216
N 4.14921 -1.58417 1.10843
H 1.86664 -3.05650 -2.61179
H 2.51234 -3.93054 0.68623
H 3.86518 -2.59628 -1.66869
H 3.03916 1.44823 1.20907
H 4.75582 -0.17515 2.63105
H 4.64696 -2.40472 1.39826
C -0.09859 5.33894 -3.80436
Si -0.22679 3.47589 -3.65900
C 0.35254 2.75630 -5.29663
C -1.99979 2.96667 -3.40164
As 1.03810 3.10278 -1.69515
Si 3.12003 2.64033 -2.71995
C 3.43443 3.90384 -4.06801
C 3.28518 0.92451 -3.43628
C 4.44041 2.90796 -1.42668
H -0.90595 5.73532 -4.42979
H 0.85642 5.61622 -4.26258
H -0.15558 5.82008 -2.82420
H 0.43337 3.56477 -6.03344
H -0.37172 2.02817 -5.66729
H 1.32260 2.25668 -5.23880
H -2.57878 3.21000 -4.29930
H -2.45468 3.47235 -2.54502
H -2.06842 1.88479 -3.23327
H 2.82106 3.72645 -4.95761
H 4.48880 3.86081 -4.36269
H 3.22486 4.91782 -3.70872
H 2.54080 0.73949 -4.21742
H 3.14924 0.17660 -2.64885
H 4.28290 0.79317 -3.87273
H 4.36912 3.92059 -1.01724
H 5.43658 2.78340 -1.86822
H 4.34639 2.19906 -0.60068
*
```